1.
15
Properties=species:S:1:pos:R:3 method="wB97M-V/def2-TZVPD" multiplicity=1 charge=0 e_homo_ev=-8.34
C 0.824 -0.573 1.456
C 0.143 -0.973 0.203
C -0.770 0.107 -0.232
C -2.085 -0.018 -0.437
C 1.034 1.579 -1.284
N 0.028 1.281 -0.571
H 1.488 0.286 1.392
H 0.080 -0.515 2.244
H 1.365 -1.509 1.804
H -0.326 -2.012 0.285
H 0.756 -1.013 -0.648
H -2.736 -0.390 0.352
H -2.615 0.291 -1.263
H 0.871 2.558 -1.767
H 1.942 0.901 -1.532

---

2.
15
Properties=species:S:1:pos:R:3 method="wB97M-V/def2-TZVPD" multiplicity=1 charge=0 e_homo_ev=-8.84
C 1.284 0.551 0.086
C -0.441 -0.503 -1.227
C -1.157 0.111 -0.023
C -0.710 -0.339 1.353
C -0.067 0.841 0.727
H 1.675 1.389 -0.513
H 2.101 0.228 0.753
H 1.198 -1.441 -0.503
H -0.586 0.125 -2.109
H -0.798 -1.473 -1.496
H -2.135 0.596 -0.180
H -0.208 -1.299 1.435
H -1.395 -0.196 2.162
H -0.310 1.807 1.140
N 1.000 -0.529 -0.884

---

3.
15
Properties=species:S:1:pos:R:3 method="wB97M-V/def2-TZVPD" multiplicity=1 charge=0 e_homo_ev=-8.83
C 0.020 -0.111 1.226
C -0.442 -1.180 0.419
C -0.336 -1.059 -1.036
C 0.362 0.101 -1.329
C 0.659 1.257 -0.517
H -0.651 -0.165 2.073
H 1.201 -0.071 1.801
H 0.193 -1.948 0.845
H -1.479 -1.591 0.633
H -0.777 -1.991 -1.548
H 0.153 0.171 -2.592
H 0.600 2.149 -1.121
H 1.650 1.433 -0.175
H -1.093 1.718 0.602
N -0.059 1.287 0.719

---

4.
15
Properties=species:S:1:pos:R:3 method="wB97M-V/def2-TZVPD" multiplicity=1 charge=0 e_homo_ev="-7.34 / -7.34"
C -0.456 1.507 -0.307
C -0.492 0.139 0.377
C -0.769 -0.963 -0.579
C 0.855 -0.119 1.136
C 1.805 -0.757 0.168
N 1.353 -1.325 -0.809
H -0.274 2.310 0.413
H -1.399 1.720 -0.820
H 0.346 1.541 -1.054
H -1.254 0.144 1.167
H -1.313 -0.686 -1.484
H -1.135 -1.897 -0.150
H 0.749 -1.561 -1.591
H 0.726 -0.848 1.946
H 1.257 0.793 1.587

---

5.
15
Properties=species:S:1:pos:R:3 method="wB97M-V/def2-TZVPD" multiplicity=1 charge=0 e_homo_ev=-7.47
N -0.563 -0.100 1.717
C -0.694 0.349 0.422
C 0.236 0.122 -0.540
C 1.462 -0.576 -0.319
C 2.140 -1.237 -1.281
C -2.007 1.050 0.088
H -1.039 0.292 2.522
H 0.271 -0.678 1.815
H 0.150 0.633 -1.483
H 1.835 -0.613 0.686
H 3.149 -1.809 -1.298
H 1.798 -1.198 -2.305
H -2.018 1.117 -1.030
H -1.907 2.094 0.504
H -2.812 0.552 0.502

---

6.
15
Properties=species:S:1:pos:R:3 method="wB97M-V/def2-TZVPD" multiplicity=1 charge=0 e_homo_ev=-8.99
C -1.966 -0.900 -0.045
C -0.884 1.214 0.222
C 0.153 0.136 0.387
C 1.456 0.278 -0.263
C 2.523 -0.518 0.085
H -2.005 -0.725 1.099
H -1.569 -1.994 -0.107
H -2.875 -0.838 -0.677
H -0.533 2.141 -0.312
H -1.388 1.360 1.169
H 0.114 -0.368 1.301
H 1.543 0.836 -1.181
H 2.405 -1.196 0.975
H 3.439 -0.381 -0.518
N -0.975 -0.013 -0.580

---

7.
15
Properties=species:S:1:pos:R:3 method="wB97M-V/def2-TZVPD" multiplicity=1 charge=0 e_homo_ev=-8.34
C -0.325 -0.964 2.126
N 0.354 -0.066 1.218
C -0.117 -0.002 -0.113
C -1.051 -0.831 -0.585
C 0.637 0.991 -2.211
C 0.400 1.119 -0.915
H 0.137 -0.851 3.099
H -1.377 -0.693 2.161
H -0.223 -2.017 1.861
H 1.359 -0.185 1.294
H -1.437 -1.756 -0.192
H -1.508 -0.583 -1.525
H 0.611 0.062 -2.760
H 0.947 1.797 -2.849
H 0.534 2.088 -0.461

---

8.
15
Properties=species:S:1:pos:R:3 method="wB97M-V/def2-TZVPD" multiplicity=2 charge=+1 e_homo_ev="-12.90 / -14.31"
N 1.004 2.682 -0.203
C 0.365 1.605 -0.651
C 0.887 0.321 -0.661
C -0.037 -0.761 -0.846
C -0.102 -1.765 0.067
C -1.244 -1.871 1.028
H 0.542 3.459 0.234
H 2.011 2.775 -0.213
H -0.644 1.781 -1.033
H 1.970 0.245 -0.715
H -0.972 -0.444 -1.303
H 0.742 -2.410 0.295
H -1.929 -1.020 1.060
H -1.849 -2.781 0.945
H -0.746 -1.816 1.996

---

Going through the records in order, we get strongest force on any atom values of 3.5; 1.1; 9.2; 0.7; 4.2; 3.5; 1.1; 2.6 eV/Å.
Going through the records in order, we get relative energy (zero: lowest compared OMol25 entry of this formula, charge and spin) values of 394.7; 102.3; 388.7; 415.0; 137.0; 256.2; 140.4; 142.3 kJ/mol.